Here is an isolated molecule of C7H6N2O from OMol25. Energies are from wB97M-V/def2-TZVPD.

Structure (ORCA input):
```
! RIJCOSX wB97M-V def2-TZVPD def2/J DEFGRID3
* xyz 0 1
C 1.45271 -1.18132 -0.92330
C -0.86246 -1.49115 -0.99089
C -0.63193 -0.38309 -0.23700
C -1.00486 1.43818 1.18190
C 0.29241 1.94552 1.06994
C 1.21736 1.01672 0.48814
C 0.80202 -0.09984 -0.12047
H 0.56862 -2.49390 -2.20612
H -1.91309 -1.71457 -1.19684
H -2.53764 -0.15302 0.71924
H -1.65586 2.08528 1.63012
H 0.41714 2.87381 1.79404
H 2.29601 1.08818 0.74226
N 0.42035 -1.81161 -1.52140
N -1.53607 0.33972 0.59086
O 2.67528 -1.45891 -1.02046
*
```

## Properties
energy above the lowest of the compared OMol25 structures with the same formula, charge and spin	33.7	kcal/mol
electronic energy	-455.0263	Eh
orbital gap	7.3	eV
structure (SMILES)	O=c1[nH]cc2[nH]cccc1-2
molecular weight	134.14	g/mol